Entry 1:
{
  "formula": "C19H18CaIN3O3S",
  "method": "ωB97M-V/def2-TZVPD",
  "charge": 0,
  "homo_energy_ev": -7.825,
  "homo_lumo_gap_ev": 6.82,
  "energy_ha": -2498.46209,
  "elements": ["C", "C", "H", "H", "H", "H", "H", "H", "C", "C", "C", "C", "H", "H", "H", "H", "N", "C", "C", "N", "C", "C", "C", "H", "H", "C", "H", "H", "Ca", "I", "O", "S", "O", "N", "C", "O", "C", "C", "C", "C", "C", "C", "H", "H", "H", "H"],
  "positions_angstrom": [[-4.30527, 3.25778, -0.05389], [-3.51496, 4.25406, 0.78818], [-4.23635, 3.49955, -1.11710], [-5.36500, 3.27264, 0.21635], [-3.94257, 2.23109, 0.06405], [-2.44067, 4.16081, 0.61913], [-3.80291, 5.27887, 0.53963], [-3.70782, 4.10890, 1.85340], [0.05313, -1.82204, -2.47640], [0.70658, -2.57733, -3.45414], [2.10090, -2.57254, -3.45456], [2.77159, -1.81742, -2.49235], [-1.04243, -1.77982, -2.43026], [0.11528, -3.13265, -4.17760], [2.65870, -3.14800, -4.19000], [3.85481, -1.80075, -2.45286], [0.69514, -1.07877, -1.56222], [2.04813, -1.06737, -1.54239], [2.72272, -0.26603, -0.47728], [1.94450, 0.43413, 0.39071], [2.53295, 1.10408, 1.40435], [4.73324, 0.45842, 0.67941], [3.92451, 1.14487, 1.58518], [1.87548, 1.63425, 2.10418], [4.33795, 1.70646, 2.42033], [4.12897, -0.25525, -0.35595], [4.72022, -0.81942, -1.06917], [5.81761, 0.46744, 0.77507], [-0.59360, -0.00995, 0.26767], [-3.03951, -0.08764, -1.45214], [-4.15355, -0.87341, 2.44624], [-2.94942, -0.87106, 3.23356], [-2.81677, 0.06691, 4.31882], [-1.60574, -0.81170, 2.25740], [-0.81251, -1.90820, 2.23982], [0.17063, -1.95786, 1.43757], [-1.34534, -2.94851, 3.14836], [-0.89709, -4.26772, 3.30483], [-1.67953, -5.16239, 4.03587], [-2.88772, -4.73274, 4.61211], [-3.32665, -3.40868, 4.45654], [-2.52958, -2.53213, 3.72624], [0.04838, -4.54312, 2.83822], [-1.35287, -6.19679, 4.14669], [-3.48654, -5.44336, 5.17702], [-4.26661, -3.05552, 4.86751]]
}

---

Entry 2:
{
  "formula": "C19H18Cl2FNO5",
  "method": "ωB97M-V/def2-TZVPD",
  "charge": 0,
  "homo_energy_ev": -7.653,
  "smiles": "COc1ccc(CC2(F)C(=O)OC(C)(C)OC2=O)cc1.Clc1cccc(Cl)n1",
  "homo_lumo_gap_ev": 7.80,
  "energy_ha": -2185.94438,
  "elements": ["C", "O", "C", "C", "C", "C", "C", "C", "F", "C", "O", "O", "C", "C", "C", "O", "C", "O", "C", "C", "H", "H", "H", "H", "H", "H", "H", "H", "H", "H", "H", "H", "H", "H", "H", "Cl", "C", "C", "C", "C", "C", "Cl", "N", "H", "H", "H"],
  "positions_angstrom": [[-4.65280, 0.03636, -1.79702], [-4.36895, 0.72298, -0.53686], [-3.35662, 1.60661, -0.40358], [-3.01328, 1.94623, 0.97252], [-1.74606, 2.36524, 1.24308], [-0.82466, 2.45402, 0.15722], [0.60779, 2.73888, 0.45578], [1.50795, 1.48343, 0.29684], [0.67017, 0.33518, 0.44396], [2.18591, 1.36126, -0.96690], [1.63366, 1.76408, -2.03220], [3.42067, 0.84954, -1.05062], [3.87370, 0.05363, 0.06094], [3.13500, -1.26530, 0.05097], [5.35998, -0.16668, -0.08435], [3.62955, 0.74682, 1.29439], [2.39181, 1.27168, 1.45909], [1.98213, 1.53990, 2.55007], [-1.19289, 2.19165, -1.17758], [-2.48924, 1.89833, -1.51079], [-5.45687, -0.64656, -1.54994], [-5.18401, 0.72145, -2.52650], [-3.78294, -0.57032, -2.18746], [-3.69486, 1.75700, 1.79444], [-1.50948, 2.56329, 2.27617], [0.92511, 3.52902, -0.23461], [0.71650, 3.04865, 1.49585], [2.06636, -1.00344, 0.11217], [3.38947, -1.80580, -0.87378], [3.48939, -1.87092, 0.90881], [5.82876, 0.80816, -0.05752], [5.61287, -0.81588, 0.76151], [5.48205, -0.67737, -1.04773], [-0.48450, 2.20471, -2.00553], [-2.76951, 1.64676, -2.53789], [-1.52596, -0.73634, 2.65210], [-1.39673, -1.83411, 1.38292], [-2.17342, -2.98418, 1.54511], [-1.81252, -4.10447, 0.67158], [-0.78749, -3.87476, -0.28759], [-0.27243, -2.59338, -0.43815], [0.80621, -2.41178, -1.78951], [-0.67917, -1.50462, 0.28831], [-2.93306, -3.04958, 2.30262], [-2.21766, -5.05784, 0.89155], [-0.38992, -4.67153, -0.97190]]
}

---

Entry 3:
{
  "formula": "C19H18Cl4EuIN4O7",
  "method": "ωB97M-V/def2-TZVPD",
  "spin_multiplicity": 8,
  "charge": -1,
  "homo_energy_ev": [-2.117, -4.567],
  "homo_lumo_gap_ev": [4.01, 6.46],
  "energy_ha": -4329.52117,
  "s2": 15.761,
  "elements": ["Eu", "C", "C", "N", "C", "C", "N", "C", "O", "O", "C", "O", "O", "H", "H", "H", "H", "H", "Cl", "C", "C", "Cl", "C", "Cl", "C", "O", "C", "O", "C", "Cl", "C", "C", "O", "C", "C", "H", "H", "H", "H", "H", "H", "H", "H", "H", "H", "I", "C", "C", "N", "N", "C", "H", "H", "H"],
  "positions_angstrom": [[-0.37579, -0.42567, -0.20994], [-3.56588, 2.05713, 0.73461], [-3.04401, 1.03120, 1.66843], [-2.01454, 0.25098, 1.38921], [-1.79003, -0.52947, 2.50123], [-2.72408, -0.21403, 3.46257], [-3.49563, 0.77882, 2.91068], [-3.02687, -0.71972, 4.83732], [-2.31838, -1.72681, 5.27751], [-3.91263, -0.19008, 5.46565], [-0.55813, -1.40174, 2.57777], [-0.44678, -2.19011, 3.51750], [0.29696, -1.19182, 1.66898], [-3.17591, 1.84386, -0.26205], [-3.23357, 3.05230, 1.03511], [-4.65388, 2.05580, 0.71527], [-4.24969, 1.22091, 3.41666], [-1.58365, -2.03292, 4.65321], [1.91806, -0.10878, -6.04589], [0.88748, -0.59154, -4.75048], [0.50473, -1.91686, -4.62087], [1.04980, -3.08525, -5.75546], [-0.25773, -2.31873, -3.52270], [-0.60955, -3.99356, -3.28939], [-0.70834, -1.41317, -2.56043], [-1.34140, -1.75932, -1.46595], [-0.37541, -0.02520, -2.74187], [-0.79760, 0.84341, -1.83986], [0.45162, 0.33257, -3.80022], [1.00494, 1.97304, -3.83820], [1.41671, -3.21217, -0.46170], [2.30183, -2.22831, -1.21315], [1.80690, -0.88715, -1.01891], [2.83455, 0.09042, -0.82374], [3.35963, 0.06512, 0.61058], [1.74203, -4.22911, -0.66970], [0.37307, -3.12886, -0.78774], [1.47511, -3.02850, 0.61389], [2.29988, -2.43991, -2.29145], [3.32738, -2.29623, -0.84105], [2.35750, 1.05643, -1.04373], [3.63920, -0.07324, -1.55244], [2.51011, 0.00371, 1.29595], [3.92684, 0.96672, 0.82032], [4.00676, -0.79055, 0.78034], [1.06075, 5.56914, 2.56618], [0.69985, 3.99335, 1.24844], [0.49779, 4.06900, -0.11857], [0.31440, 2.81429, -0.54560], [0.35954, 1.93210, 0.46416], [0.59469, 2.63631, 1.56575], [0.50230, 4.91510, -0.77547], [0.04737, 2.43506, -1.47494], [0.69172, 2.16206, 2.52419]]
}